This record from the OMol25 dataset describes a structure of composition C48H43Cl5N7O3SSiY. The level of theory is ωB97M-V with the def2-TZVPD basis set.

Each line ends with the Löwdin charge.
Element x y z (Å)
C -2.72928 -0.04234 1.11446  -0.201
C -1.34900 3.53043 -0.63135  -0.027
H -1.26328 -2.78377 2.08576  0.080
S 1.65175 -0.13019 -2.61088  0.707
H 2.32319 8.49513 -3.12377  0.103
C 2.97672 6.31301 -0.59141  -0.297
C 2.49040 -1.55666 2.86066  -0.553
Si 0.07053 -5.46166 0.50771  0.496
H 0.20432 -7.88890 0.49954  0.033
C 4.67798 -1.93640 3.69748  -0.676
H 5.63790 8.43126 -0.39521  0.105
N -0.20303 1.50835 -3.69845  -0.125
N -0.96118 -4.24776 -0.30983  -0.056
H 2.12428 2.21623 2.58166  0.111
Cl 0.87193 -0.94960 3.08432  0.759
H 0.21612 3.51780 -4.00036  0.078
H -3.09052 -0.00015 -3.65613  0.128
C -1.55711 1.55671 -3.98364  -0.039
H -1.89488 -4.60377 -4.59370  0.103
N -1.19536 1.17254 -0.27121  0.069
C -1.52975 -3.97336 -3.79199  -0.099
C -1.67959 -2.54278 -3.88708  -0.061
O 1.90459 -2.19958 0.64981  -0.300
H -2.01311 2.43155 -4.41022  0.124
H -2.87268 -2.86327 -1.68615  0.080
H -1.37611 -7.46984 1.14705  0.024
C -3.01534 2.40542 0.64862  0.002
Cl 0.92019 6.21008 -2.36374  0.724
H 3.10433 -1.03347 4.84797  0.107
C 0.17300 3.89647 2.57785  -0.045
H -2.03433 -2.06438 -4.78653  0.095
Cl 5.83989 -1.84065 4.98722  0.657
C 1.26034 3.96519 1.71963  -0.152
H 1.63894 -5.90233 -1.37457  0.045
C 0.52807 6.17508 1.06215  -0.040
H 6.06123 -2.82026 2.31508  0.106
C 1.72788 -5.56804 -0.33829  -0.166
O 2.67503 2.46369 -0.59991  0.008
Cl 5.02711 6.18717 1.16630  0.716
H 4.43855 9.50065 -2.29202  0.109
C -0.71337 2.31137 -0.77587  -0.113
O 1.54364 0.92628 0.56069  -0.215
C 2.29100 2.85853 1.71854  -0.040
H 2.29190 -4.63704 -0.31741  -0.015
C 4.70853 8.02361 -0.76640  -0.105
H -3.44232 -3.14652 3.19357  0.115
C -0.63921 -7.20047 0.39200  -0.166
C -2.93203 -5.11490 0.83578  -0.074
H -5.25274 -2.95725 -1.31481  0.102
Y 0.43508 -0.85681 -0.12575  1.406
H -0.73019 -5.58291 -2.68804  0.103
C -0.89417 -4.51297 -2.75070  -0.049
C 0.10918 0.31488 -3.14444  -0.730
N -1.77735 -0.97876 1.25630  0.043
H 0.66823 -3.86820 -1.45888  0.091
H -4.69496 -5.85679 1.77660  0.104
C -5.16231 -4.40910 0.26165  -0.113
H -1.57131 4.86289 3.38238  0.097
H 2.92806 4.26878 -0.20272  0.106
C -2.35598 -4.28832 -0.14144  -0.268
C 4.03530 8.61370 -1.82272  -0.076
H 0.06097 3.00969 3.19237  0.114
C -4.30325 -5.18642 1.02029  -0.099
H -0.89640 4.42548 -1.02970  0.077
C 0.75820 2.57974 -3.90421  -0.032
C -3.24025 -3.51305 -0.90947  -0.017
N -1.05757 -0.38649 -3.08311  -0.007
C -0.74057 4.93696 2.69292  -0.113
H -1.08771 -7.38332 -0.58714  0.039
H -0.55973 -5.04983 2.91260  0.027
C 1.42024 5.11142 0.91149  -0.212
C -2.32045 1.21967 0.44692  -0.201
H 0.67325 7.08202 0.48967  0.101
C -4.00520 -0.21192 1.62761  -0.003
N 2.49612 5.16118 0.04196  0.057
H 1.04455 -5.74676 2.73084  0.042
C 5.05169 -2.47171 2.47782  -0.131
C -2.08576 0.37738 -3.60862  -0.039
C 2.19748 2.02329 0.44662  -0.611
N -0.56790 -2.24332 -1.74391  -0.045
H -3.89599 2.42318 1.27318  0.108
C 2.79634 -2.11102 1.60717  -0.474
C -0.54049 6.08410 1.94178  -0.100
H 1.43710 2.62328 -3.05172  0.061
H 1.34402 2.39684 -4.80415  0.100
C -4.28497 -1.33788 2.38434  -0.032
C 4.12219 -2.54932 1.45614  -0.570
H 0.80566 -4.03136 2.41883  0.007
H -5.27203 -1.48711 2.80137  0.117
C 2.35240 6.92229 -1.68259  -0.576
C -2.05843 -2.05745 1.98504  -0.149
H -4.76998 0.52804 1.44420  0.109
C 2.85348 8.06340 -2.28701  -0.110
C 0.34795 -5.01688 2.30761  -0.150
C -1.12030 -1.81443 -2.88263  -0.371
C 3.39387 -1.46549 3.90115  -0.130
H 0.24327 2.24042 -1.27790  0.083
C -4.60843 -3.57229 -0.69720  -0.083
H -3.03494 4.51506 0.25593  0.117
Cl 4.61765 -3.16796 -0.08260  0.730
C 4.17712 6.89578 -0.16501  -0.576
C -0.40243 -3.69831 -1.58227  -0.350
H -2.30888 -5.72407 1.47223  0.062
C -3.28182 -2.26028 2.59999  -0.036
H 2.30702 -6.32546 0.19874  0.045
H 3.29472 3.28654 1.78109  0.123
H -6.23376 -4.46091 0.40311  0.095
C -2.52700 3.57406 0.09240  -0.037
H -1.21575 6.92565 2.03863  0.101

Cartesian forces (eV/Å) of the 2 atoms listed first:
C 0.021 -0.003 -0.005
C -0.007 -0.016 0.000

HOMO energy: -6.8 eV
Lowest unoccupied orbital energy: -0.52 eV
Frontier orbital gap: 6.27 eV



This record from the OMol25 dataset describes a structure of composition C35H36BCl3FGeN4O5SeW. The level of theory is ωB97M-V with the def2-TZVPD basis set.

Each line ends with the Löwdin charge.
Element x y z (Å)
H -2.81533 -0.13692 -6.05070  0.116
C 2.58290 -1.81063 -1.28837  0.003
H 1.31930 -3.68412 7.50492  0.100
H 4.99133 0.03483 -0.75299  0.098
C 0.88788 1.97635 3.71850  -0.047
C -3.32843 -1.98398 -5.05772  -0.091
H 1.50679 1.95095 4.60930  0.138
H 4.74227 -0.13276 1.85909  0.093
H -0.81331 -5.77831 4.41983  0.120
C 0.03629 4.47511 1.03968  0.010
O -0.92868 -1.17472 2.83793  -0.288
Se -4.27748 3.39324 -1.76819  0.534
C 3.75106 0.31136 1.75879  -0.005
C -4.22300 -1.84088 -2.80267  -0.016
N -3.60673 1.50798 -3.82961  -0.068
C -0.46312 -0.49022 -3.11369  -0.035
C 3.56236 -2.44979 0.92025  -0.001
H 1.06184 -1.58855 6.21325  0.109
C -0.01430 -2.49573 4.61109  -0.075
H 0.67604 6.50931 0.94494  0.109
C 1.88280 0.34826 -4.37374  -0.017
H -3.02113 -2.60398 -5.88932  0.105
C 1.25345 1.18210 -3.47421  -0.041
C -0.12107 -1.22444 3.89165  -0.374
C -0.59966 1.66590 -1.93687  0.077
O -0.57708 2.21467 1.32128  -0.341
H 4.30381 1.64154 -0.48113  0.094
H 1.97543 6.39294 3.04982  0.106
H -4.80034 0.48312 -1.11143  0.018
C -0.39493 -4.87085 4.83363  -0.009
C -3.07136 2.48736 -4.75008  -0.027
C -4.09235 1.76410 -2.58948  -0.788
C 0.80975 3.20514 2.96353  -0.135
H 2.05557 4.28551 4.33151  0.117
H -0.17178 2.62697 -1.68881  0.067
N 0.54557 -0.18367 4.25943  0.117
H 1.67591 2.15551 -3.25603  0.118
Ge -3.61128 1.95356 1.27893  0.294
H 0.37222 -5.79339 6.59136  0.106
H -4.59165 -2.30703 -1.89910  0.115
H -2.01256 2.28818 -4.92167  0.095
C 0.71583 5.58524 1.50611  -0.060
H -3.61352 2.44468 -5.69474  0.098
H 3.83793 1.38964 1.90083  0.094
H -1.27872 -2.92556 2.51736  0.078
H 1.99160 -1.06926 -1.82442  0.068
H 3.18220 -3.45071 0.71545  0.095
C 0.08928 3.29822 1.77144  -0.274
C 0.16477 -1.32819 -4.01105  -0.009
H 3.55701 -1.90168 -1.77200  0.100
C -0.54880 -3.69078 4.10189  -0.248
C 3.15666 0.05051 0.37943  -0.467
O 1.88955 0.75812 0.33852  0.071
C -4.12251 -0.46509 -2.91688  -0.206
H -0.54469 4.49988 0.12679  0.121
H 2.06969 -2.77019 -1.35506  0.104
C -3.61877 0.13823 -4.06634  -0.178
N -4.41333 0.56861 -2.04236  0.101
O -1.20372 -3.80068 2.93146  0.086
C 0.05344 0.79749 -2.82394  -0.303
C 0.26819 -4.86735 6.04028  -0.074
H -1.36174 -0.82278 -2.60856  0.083
C 0.80225 -3.68580 6.55552  -0.088
C -3.81589 -2.59017 -3.89732  -0.081
N 0.28347 0.88320 3.40048  -0.131
H 2.79596 0.63725 -4.87681  0.120
W -0.93795 0.44265 1.70336  1.151
B 0.91978 -0.14426 0.72920  -0.704
C 2.72173 -1.43073 0.17697  -0.465
H -1.54263 1.39154 -1.48570  0.012
H -3.87705 -3.66909 -3.85013  0.104
C 4.05945 0.60244 -0.70520  0.003
C 0.65917 -2.51982 5.83975  -0.028
O 1.38427 -1.43807 0.74424  0.078
C 1.44628 5.52084 2.69125  -0.075
C -3.21691 -0.60544 -5.16248  -0.012
H 3.57360 0.56408 -1.67850  0.072
H 3.52832 -2.28670 1.99587  0.087
Cl -2.25943 -0.80847 0.18443  0.088
H -0.22626 -2.31215 -4.23269  0.122
F 1.94031 -1.71316 -5.50865  0.057
Cl -2.94053 1.41346 3.43808  0.004
H 4.60171 -2.40420 0.58752  0.096
Cl -5.35877 0.58101 1.19465  -0.010
H -3.19106 3.47054 -4.30336  0.041
C 1.32435 -0.89476 -4.63100  -0.284
H 3.10733 -0.08957 2.54473  0.087
C 1.49115 4.34294 3.40873  -0.024

Cartesian forces (eV/Å) of the 2 atoms listed first:
H -0.003 0.001 -0.001
C 0.007 -0.005 -0.005

Multiplicity: 2
HOMO energy (alpha / beta): -7.2 / -7.5 eV
Lowest unoccupied orbital energy (alpha / beta): -1.04 / -1.04 eV
Frontier orbital gap (alpha / beta): 6.15 / 6.45 eV



Respective strongest force on any atom values: 0.476 0.137 eV/A.
Respective relative energy (zero: lowest compared OMol25 entry of this formula, charge and spin) values: 17.1 25.5 kcal per mole.